No. 1
23
Properties=species:S:1:pos:R:3 method="wB97M-V/def2-TZVPD" charge=-1 e_homo_ev=-3.4344 homo_lumo_gap_ev=6.90 e_above_lowest_kcal_mol=49.7 lumo_ev=3.5
C -2.166 -3.471 -1.960
C -2.571 -2.142 -2.451
O -1.943 -1.019 -2.322
O -3.528 -2.157 -3.219
H -1.012 -3.539 -1.839
H -2.333 -4.219 -2.754
H -2.612 -3.689 -1.047
C 2.206 3.120 2.183
C 0.043 -0.063 0.159
C 0.314 -0.036 1.695
C 0.696 0.879 -0.625
C 1.174 0.903 2.144
C 1.498 1.887 -0.006
C 1.638 2.035 1.349
O -0.652 -1.028 -0.219
H -1.411 -0.980 -1.398
H -0.208 -0.854 2.247
H 0.537 0.598 -1.739
H 1.642 0.907 3.109
H 1.876 2.500 -0.642
H 3.031 2.970 2.787
H 1.397 3.390 2.971
H 2.385 4.008 1.578

---

No. 2
23
Properties=species:S:1:pos:R:3 method="wB97M-V/def2-TZVPD" charge=-2 s_squared=0.751 e_homo_ev="3.5141 / -1.4315" homo_lumo_gap_ev="2.13 / 7.06" e_above_lowest_kcal_mol=24.9 multiplicity=2 lumo_ev="5.6 / 5.6"
C 2.983 4.049 0.375
C 1.994 3.347 -0.479
O 1.505 3.895 -1.501
O 1.568 2.215 -0.056
H 3.427 3.285 0.962
H 2.678 4.908 0.961
H 3.765 4.396 -0.439
C -1.454 -3.978 0.501
C -0.874 0.091 -0.440
C -0.264 -0.462 0.734
C -1.885 -0.601 -1.114
C -0.506 -1.765 1.084
C -1.948 -1.922 -0.788
C -1.394 -2.504 0.306
O -0.592 1.328 -0.772
H 0.405 1.675 -0.810
H 0.260 0.278 1.399
H -2.498 -0.174 -1.991
H 0.169 -2.306 1.754
H -2.528 -2.627 -1.476
H -0.700 -4.601 1.031
H -1.827 -4.456 -0.476
H -2.286 -4.071 1.234

---

No. 3
22
Properties=species:S:1:pos:R:3 method="wB97M-V/def2-TZVPD" charge=0 e_homo_ev="-8.8620 / -8.3257" homo_lumo_gap_ev="7.91 / 8.10" e_above_lowest_kcal_mol=96.9 lumo_ev="-1.0 / -0.2"
C 4.112 -0.030 0.031
C 3.876 1.137 -0.679
C 3.085 -0.832 0.402
C 2.554 1.509 -1.010
C 1.672 -0.513 0.067
C 1.550 0.660 -0.609
C -3.172 -0.024 0.697
C -2.443 -0.546 -0.257
C -4.075 -0.937 1.615
O -2.250 1.964 -1.269
P -1.577 0.690 -1.311
H 5.178 -0.239 0.254
H 4.753 1.702 -1.073
H 3.381 -1.713 1.161
H 2.272 2.277 -1.641
H 0.926 -1.163 0.403
H -2.910 1.043 0.869
H -2.473 -1.567 -0.593
H -3.808 -0.743 2.616
H -3.811 -1.895 1.261
H -5.103 -0.883 1.653
H -1.735 0.101 -2.589

---

No. 4
22
Properties=species:S:1:pos:R:3 method="wB97M-V/def2-TZVPD" charge=0 e_homo_ev=-8.0212 homo_lumo_gap_ev=7.66 e_above_lowest_kcal_mol=48.8 smiles="SCC/P=C/c1ccccc1" lumo_ev=-0.4
C 0.555 3.645 1.877
C 1.741 3.025 1.618
C -0.639 3.073 1.497
C 1.739 1.809 1.080
C -0.665 1.835 0.927
C 0.546 1.220 0.626
C -0.158 -2.419 -1.121
C -1.244 -3.266 -1.688
C 0.544 -0.058 -0.041
P -0.922 -0.919 -0.222
S -2.071 -2.522 -3.085
H 0.734 4.649 2.342
H 2.584 3.752 1.823
H -1.555 3.704 1.593
H 2.596 1.264 0.671
H -1.677 1.553 0.564
H 0.532 -3.078 -0.374
H 0.495 -2.013 -1.830
H -0.919 -4.191 -2.044
H -1.961 -3.401 -0.988
H 1.511 -0.514 -0.162
H -3.375 -2.555 -2.628

---

No. 5
21
Properties=species:S:1:pos:R:3 method="wB97M-V/def2-TZVPD" charge=0 e_homo_ev=-8.1021 homo_lumo_gap_ev=9.12 e_above_lowest_kcal_mol=68.2 smiles="CC1=CC[C@@]23C[C@@]2(C)[C@H]13" lumo_ev=1.0
C -0.026 -0.075 1.018
C -1.329 0.183 0.328
C 0.154 1.802 -0.513
C 2.254 0.232 0.776
C -1.260 1.168 -0.573
C 1.103 -0.595 0.179
C 0.927 0.918 0.473
C -2.519 -0.734 0.568
C 1.207 -1.487 -1.033
H -0.109 -0.222 2.100
H 0.436 1.859 -1.627
H 0.320 2.851 0.009
H 2.609 0.036 1.850
H 3.083 0.287 0.109
H -2.099 1.639 -1.176
H -3.348 -0.333 0.085
H -2.733 -0.862 1.582
H -2.146 -1.679 0.164
H 2.225 -1.644 -1.398
H 0.674 -0.994 -1.884
H 0.578 -2.349 -1.039

---

No. 6
21
Properties=species:S:1:pos:R:3 method="wB97M-V/def2-TZVPD" charge=0 s_squared=2.030 e_homo_ev="-5.3363 / -8.5061" homo_lumo_gap_ev="6.37 / 6.68" e_above_lowest_kcal_mol=0.0 multiplicity=3 lumo_ev="1.0 / -1.8"
C 1.896 0.371 1.179
C 1.557 -0.067 -0.138
C -0.335 1.249 1.572
C 1.201 1.183 1.991
C -0.964 -0.064 1.203
C 0.355 -0.258 -0.708
C -0.943 -0.602 -0.083
C 0.312 -0.078 -2.163
C -1.840 -1.534 -0.743
H 2.950 0.114 1.490
H 2.471 -0.027 -0.741
H -0.840 1.759 2.453
H -0.348 1.750 0.510
H 1.468 1.698 2.881
H -1.857 -0.284 1.876
H 1.131 -0.556 -2.607
H 0.667 0.990 -2.340
H -0.609 -0.343 -2.674
H -2.901 -1.130 -0.941
H -1.959 -2.513 -0.249
H -1.413 -1.657 -1.768

---

No. 7
32
Properties=species:S:1:pos:R:3 method="wB97M-V/def2-TZVPD" charge=+4 s_squared=16.087 e_homo_ev="-22.2309 / -22.2145" homo_lumo_gap_ev="5.61 / 4.66" multiplicity=8 lumo_ev="-16.6 / -17.6"
I 2.151 -3.105 -0.001
I 1.625 2.933 1.282
Ga -0.387 1.623 0.407
Gd 0.031 -1.421 1.176
S 0.883 0.170 -0.891
C -2.412 -1.565 0.323
C -2.054 -1.731 2.739
C 0.278 0.006 -2.669
C 1.032 1.079 -3.447
C -1.221 0.206 -2.721
C 0.695 -1.368 -3.171
C -1.444 0.658 2.152
C -2.169 2.405 -0.230
O -3.058 -1.884 3.299
O -3.543 -1.605 0.085
O -2.013 1.206 3.020
O -3.294 2.659 -0.375
H 0.763 1.022 -4.512
H 2.118 0.937 -3.365
H 0.792 2.081 -3.081
H -1.522 0.196 -3.774
H -1.508 1.149 -2.254
H -1.734 -0.593 -2.186
H 0.353 -1.483 -4.209
H 0.274 -2.190 -2.582
H 1.782 -1.498 -3.161
B 2.541 0.186 5.094
C 1.708 -0.285 3.905
N 1.075 -0.684 2.992
H 2.124 1.269 5.481
H 3.695 0.291 4.708
H 2.437 -0.665 5.967

---

No. 8
26
Properties=species:S:1:pos:R:3 method="wB97M-V/def2-TZVPD" charge=+1 e_homo_ev=-13.3638 homo_lumo_gap_ev=9.08 e_above_lowest_kcal_mol=0.0 smiles=CCCc1nc2[n+](C)cnc-2c(Cl)[nH]1 lumo_ev=-4.3
C 1.000 -1.145 3.042
C 0.528 0.542 1.944
C 0.477 1.843 1.362
C -0.099 -0.593 1.378
C -0.813 0.703 -0.354
C 0.832 0.121 -2.748
C -0.349 -2.959 1.837
C -1.331 1.012 -1.679
C -0.189 1.275 -2.678
N 1.269 0.095 2.999
N -0.796 -0.494 0.253
N -0.226 1.815 0.220
N 0.173 -1.654 2.095
Cl 1.212 3.233 1.825
H 1.309 -1.827 3.858
H 0.260 -0.790 -3.268
H 1.137 -0.110 -1.736
H 1.734 0.350 -3.464
H -1.354 -3.137 2.350
H -0.545 -3.056 0.613
H 0.449 -3.620 2.217
H -2.134 1.813 -1.636
H -1.883 0.247 -2.099
H 0.326 2.270 -2.481
H -0.566 1.366 -3.598
H -0.424 2.696 -0.252

---

No. 9
24
Properties=species:S:1:pos:R:3 method="wB97M-V/def2-TZVPD" charge=0 e_homo_ev=-7.3126 homo_lumo_gap_ev=7.34 lumo_ev=0.0
C 1.359 1.636 -0.068
C 1.926 0.317 0.136
C 1.598 -0.113 1.500
C 0.839 0.946 2.092
C 0.670 1.999 1.102
Zr -0.514 -0.095 0.504
C -0.148 -1.794 -0.884
C -0.499 -0.593 -1.920
C -0.125 -0.408 -3.220
N -1.077 0.491 -1.358
H 1.940 -0.997 1.958
H 2.558 -0.220 -0.556
H 0.437 0.955 3.107
H 0.179 2.968 1.288
H 1.499 2.228 -0.947
H 0.907 -2.185 -0.870
H -1.538 1.290 -1.752
H -0.851 -2.660 -0.991
H 0.379 -1.245 -3.741
H -0.308 0.653 -3.613
Cl -3.047 -1.622 1.021
C -2.049 -0.611 2.023
H -2.583 0.262 2.379
H -1.553 -1.203 2.808

---

No. 10
29
Properties=species:S:1:pos:R:3 method="wB97M-V/def2-TZVPD" charge=0 e_homo_ev=-9.7818 homo_lumo_gap_ev=10.33 e_above_lowest_kcal_mol=0.0 smiles="O=COCC[C@@]1(COC(F)(F)F)CCC(=O)N1" lumo_ev=0.5
O -3.930 -1.260 1.159
C -3.017 -0.569 1.517
O -2.372 0.318 0.737
C -2.014 -0.183 -0.570
C -0.816 0.587 -1.100
C 0.532 0.521 -0.356
C 1.328 -0.749 -0.745
O 0.501 -1.819 -1.240
C 0.418 -2.896 -0.445
F -0.376 -3.779 -1.010
F 1.610 -3.471 -0.216
F -0.090 -2.589 0.777
C 1.400 1.760 -0.733
C 1.424 2.591 0.574
C 1.464 1.446 1.562
O 2.251 1.205 2.453
N 0.438 0.610 1.120
H -2.616 -0.597 2.539
H -2.861 -0.002 -1.238
H -1.863 -1.260 -0.537
H -0.634 0.205 -2.110
H -1.126 1.632 -1.198
H 1.924 -1.096 0.102
H 2.027 -0.511 -1.548
H 2.429 1.459 -0.945
H 0.988 2.382 -1.524
H 0.409 2.983 0.694
H 2.193 3.348 0.665
H 0.378 -0.269 1.617